A molecular structure, C49H59ClGeO5SeTi at a distorted geometry. Source: the OMol25 dataset; level of theory: wB97M-V/def2-TZVPD.

Cartesian coordinates (Å):
Ti (-0.049, -0.333, 1.091)
C (-0.364, 6.469, -1.430)
C (-1.685, 6.133, -0.724)
C (-1.799, 6.954, 0.568)
C (-2.843, 6.510, -1.647)
C (-1.692, 4.647, -0.374)
C (-0.691, 4.132, 0.455)
C (-0.672, 2.786, 0.733)
Se (0.784, 2.046, 1.753)
C (2.080, 1.977, 0.326)
C (2.816, 3.082, -0.024)
C (3.736, 2.981, -1.075)
C (3.896, 1.741, -1.672)
C (3.180, 0.580, -1.329)
C (2.235, 0.757, -0.335)
O (1.368, -0.245, 0.078)
C (3.536, -0.725, -2.050)
C (3.251, -0.561, -3.549)
C (2.768, -1.955, -1.554)
C (5.034, -0.998, -1.831)
C (4.494, 4.223, -1.541)
C (5.684, 3.863, -2.433)
C (3.517, 5.098, -2.341)
C (5.014, 5.014, -0.334)
C (-1.658, 1.921, 0.249)
O (-1.493, 0.576, 0.603)
C (-2.697, 2.389, -0.539)
C (-2.647, 3.761, -0.841)
C (-3.851, 1.575, -1.136)
C (-5.176, 2.324, -0.917)
C (-4.008, 0.191, -0.502)
C (-3.590, 1.405, -2.639)
H (-0.348, 7.523, -1.708)
H (-0.239, 5.875, -2.338)
H (0.497, 6.287, -0.783)
H (-1.774, 8.019, 0.334)
H (-0.977, 6.751, 1.256)
H (-2.736, 6.744, 1.085)
H (-2.798, 7.578, -1.861)
H (-3.813, 6.311, -1.188)
H (-2.793, 5.983, -2.602)
H (0.069, 4.781, 0.871)
H (2.689, 4.015, 0.509)
H (4.630, 1.644, -2.457)
H (2.186, -0.402, -3.730)
H (3.557, -1.461, -4.084)
H (3.795, 0.279, -3.980)
H (1.696, -1.876, -1.741)
H (2.928, -2.132, -0.488)
H (3.135, -2.829, -2.093)
H (5.663, -0.244, -2.302)
H (5.297, -1.963, -2.266)
H (5.278, -1.024, -0.768)
H (5.373, 3.396, -3.368)
H (6.386, 3.199, -1.924)
H (6.223, 4.773, -2.696)
H (3.159, 4.574, -3.230)
H (4.014, 6.014, -2.664)
H (2.650, 5.377, -1.739)
H (5.607, 4.385, 0.332)
H (4.207, 5.463, 0.247)
H (5.650, 5.830, -0.678)
H (-3.426, 4.147, -1.480)
H (-5.308, 2.598, 0.131)
H (-6.007, 1.681, -1.208)
H (-5.250, 3.230, -1.516)
H (-4.101, 0.270, 0.583)
H (-3.176, -0.471, -0.749)
H (-4.918, -0.274, -0.882)
H (-3.594, 2.366, -3.155)
H (-4.366, 0.781, -3.086)
H (-2.623, 0.930, -2.820)
Ge (-3.151, -2.601, 1.658)
C (-2.938, -2.850, 3.511)
C (-4.045, -2.407, 4.254)
C (-4.094, -2.638, 5.618)
C (-3.034, -3.274, 6.248)
C (-1.926, -3.706, 5.521)
C (-1.875, -3.499, 4.159)
C (-2.987, -3.488, -0.025)
C (-1.921, -3.534, -0.920)
C (-2.082, -4.166, -2.143)
C (-3.295, -4.760, -2.468)
C (-4.359, -4.714, -1.578)
C (-4.218, -4.062, -0.364)
H (-4.453, -1.795, 1.557)
H (-4.867, -1.892, 3.772)
H (-4.953, -2.314, 6.188)
H (-3.069, -3.438, 7.317)
H (-1.111, -4.212, 6.020)
H (-1.031, -3.886, 3.606)
H (-0.961, -3.102, -0.675)
H (-1.257, -4.203, -2.841)
H (-3.414, -5.255, -3.422)
H (-5.307, -5.167, -1.836)
H (-5.073, -4.010, 0.304)
C (3.225, -6.311, 3.244)
C (2.087, -6.374, 2.266)
C (2.025, -7.397, 1.322)
C (0.979, -7.470, 0.418)
Cl (0.938, -8.756, -0.738)
C (-0.045, -6.536, 0.433)
C (0.004, -5.513, 1.364)
C (1.064, -5.431, 2.251)
O (1.088, -4.405, 3.213)
C (1.680, -3.199, 2.800)
C (0.666, -2.158, 2.380)
O (0.650, -1.005, 2.895)
O (-0.173, -2.324, 1.404)
H (3.454, -7.307, 3.621)
H (2.994, -5.671, 4.092)
H (4.130, -5.932, 2.764)
H (2.799, -8.153, 1.299)
H (-0.868, -6.616, -0.264)
H (-0.795, -4.788, 1.405)
H (2.347, -3.360, 1.945)
H (2.247, -2.769, 3.625)

Its highest occupied orbital energy is -13.07 eV. As for the total charge: +2. The energy relative to the best compared isomer or geometry (same formula, charge and spin) comes out at 1.417 eV. The largest force on an atom comes out at 1.23 eV Å⁻¹.